{"formula": "C18H43N5O14", "method": "ωB97M-V/def2-TZVPD", "species": ["C", "C", "O", "N", "H", "H", "C", "H", "H", "H", "H", "H", "H", "C", "C", "O", "N", "H", "H", "C", "H", "H", "H", "H", "H", "H", "C", "C", "O", "N", "H", "H", "C", "H", "H", "H", "H", "H", "H", "C", "C", "O", "N", "H", "H", "C", "H", "H", "H", "H", "H", "H", "C", "C", "O", "N", "H", "H", "C", "H", "H", "H", "H", "H", "H", "O", "C", "O", "O", "H", "O", "C", "O", "O", "H", "O", "C", "O", "O", "H"], "coordinates": [[1.67058, 3.30602, -0.82927], [1.32442, 3.59337, -2.27399], [0.27574, 3.34888, -2.76129], [2.54687, 3.96772, -3.21785], [3.40394, 4.20107, -2.73715], [2.81568, 3.21458, -3.83479], [1.98360, 5.13178, -4.06436], [1.72176, 2.24213, -0.59770], [0.95222, 3.77777, -0.15880], [2.52073, 3.91493, -0.52176], [1.05233, 4.87818, -4.57085], [2.77871, 5.19530, -4.80722], [1.78505, 6.06138, -3.53097], [-5.20428, -0.89745, 2.45753], [-5.14187, -0.04132, 3.62657], [-4.35148, 0.96660, 3.65549], [-5.64222, -0.53306, 4.99363], [-6.63644, -0.63796, 4.85003], [-5.31815, -1.46942, 5.18935], [-5.32601, 0.61063, 6.06246], [-4.67192, -1.82067, 2.68633], [-4.59813, -0.44960, 1.67005], [-6.16705, -1.18172, 2.03284], [-4.24572, 0.59440, 6.20666], [-5.86145, 0.31689, 6.96530], [-5.62876, 1.58735, 5.68504], [-4.04562, 1.10257, -1.14437], [-3.46396, 1.53865, -2.43846], [-2.51229, 0.88038, -2.86598], [-3.75706, 2.83852, -3.06444], [-4.04524, 2.71161, -4.02410], [-4.67593, 3.16234, -2.79814], [-2.57911, 3.80936, -3.10607], [-4.96428, 1.61813, -0.86448], [-3.37011, 1.13958, -0.28972], [-4.24569, 0.03597, -1.24653], [-1.97735, 3.28271, -3.84676], [-2.17742, 4.04773, -2.12123], [-3.09704, 4.69376, -3.47709], [3.88867, -2.19082, -1.01791], [5.18491, -2.47329, -0.21262], [6.07417, -1.65618, -0.10815], [5.30379, -3.85236, 0.46379], [4.51676, -4.16279, 1.01546], [5.16159, -4.47175, -0.32122], [6.57654, -4.01070, 1.31160], [3.67387, -3.01474, -1.69843], [3.89949, -1.35395, -1.71621], [2.94701, -2.05435, -0.48618], [6.37350, -4.99068, 1.74346], [6.46616, -3.31444, 2.14295], [7.41995, -4.14399, 0.63410], [-1.25844, -0.40521, 2.22932], [-0.74669, 0.47787, 1.11843], [-1.20645, 1.56572, 0.85935], [0.34523, -0.13774, 0.25723], [1.25772, 0.18961, 0.54060], [0.37398, -1.13575, 0.40972], [0.07483, 0.11549, -1.28692], [-0.66396, -0.08402, 3.08462], [-0.83020, -1.33521, 1.85542], [-2.32632, -0.37178, 2.44520], [-0.31632, 1.12948, -1.37007], [-0.72457, -0.57538, -1.55479], [0.95610, -0.13608, -1.87697], [4.56329, -0.24271, 2.22096], [3.34004, -0.02245, 1.76245], [2.27192, -0.02219, 2.46946], [3.32022, 0.34773, 0.56991], [4.96991, -0.20485, 1.35216], [2.20987, -3.30348, 1.63356], [1.11021, -3.76960, 1.07121], [0.95785, -4.98342, 1.17028], [0.35712, -3.04494, 0.38659], [2.56400, -4.10356, 2.02862], [0.99039, -3.47781, -2.33779], [0.00911, -3.91156, -3.17042], [0.28202, -4.08859, -4.36797], [-1.13338, -4.14447, -2.68826], [0.63908, -3.37419, -1.45042]], "forces_ev_per_angstrom": [[0.323, 1.940, 0.039], [0.299, -2.078, 1.981], [0.235, 0.642, -1.004], [-2.503, 1.326, 0.025], [0.065, 0.449, 0.558], [-0.380, -0.621, -0.398], [1.346, -0.587, -0.977], [0.437, 0.026, -0.142], [-0.803, -0.402, -0.344], [0.765, -0.772, -0.134], [0.220, -0.654, 0.308], [-0.338, 0.899, -0.202], [0.593, -0.349, 0.437], [-0.162, -0.903, -1.152], [5.757, 4.720, 0.450], [-4.506, -4.568, 0.338], [-0.168, 2.885, -0.646], [-0.744, 0.020, 0.381], [0.658, -0.305, 0.381], [-0.031, -1.606, -0.162], [-0.057, -0.356, 0.231], [-0.238, 0.275, 0.063], [-0.185, 0.119, 0.337], [-0.237, -0.033, -0.011], [0.094, 0.106, -0.108], [-0.150, -0.461, -0.202], [-0.965, 0.313, 0.335], [-0.417, -1.299, 0.806], [1.334, 0.338, -1.265], [-0.606, -0.434, 0.475], [0.854, -0.638, -1.088], [-0.035, 0.750, 1.499], [-1.765, 0.332, -0.658], [-0.197, 0.017, 0.074], [0.435, 0.445, 0.098], [-0.292, -0.076, -0.171], [0.662, 0.661, 0.534], [0.094, -0.686, -0.215], [0.747, 0.368, -0.396], [0.179, -1.181, -0.548], [-1.016, 3.862, -0.784], [-1.160, -2.728, 0.348], [0.839, 1.029, -0.249], [-0.956, 0.912, 0.543], [0.800, -0.785, -0.599], [-1.974, -1.799, -0.609], [-0.064, -0.588, 0.109], [1.014, 0.284, 0.560], [0.388, -0.319, 0.809], [0.439, -0.152, 0.201], [0.825, 0.441, -0.608], [0.142, 0.942, 0.543], [1.953, -0.077, -1.069], [-1.407, 1.331, -0.262], [1.147, -1.047, -0.195], [-1.818, 1.503, -1.787], [1.355, 0.523, 0.579], [0.141, -1.912, 0.084], [-0.498, -0.527, 1.689], [-0.008, -0.228, 0.299], [-0.792, -0.960, 1.024], [0.284, 0.163, -0.425], [0.343, -0.144, -0.165], [0.093, 0.022, -0.085], [0.047, 0.177, 0.361], [0.684, -1.095, 1.093], [-4.797, 1.812, 1.223], [2.239, -0.612, -0.297], [-0.201, 0.113, -2.227], [1.254, 0.159, -0.118], [2.671, 2.221, 1.015], [-2.560, -2.725, -2.169], [0.164, -1.263, 0.803], [0.143, 2.791, 0.356], [-0.149, -0.231, 0.460], [1.791, 0.851, 0.323], [-3.094, -1.516, -1.687], [1.409, 0.531, -0.070], [0.647, 0.698, 1.019], [-0.635, -0.275, 0.440]], "total_charge": 1, "e_tot_ev": -55462.0112, "molar_mass_g_mol": 553.6, "gap_ev": [1.855, 1.897], "lumo_energy_ev": [-4.29, -4.24], "multiplicity": 2, "homo_ev": [-6.141, -6.141]}